Entry 1:
# C28H54Br24N2O4P

C28H54Br24N2O4P as an isolated structure in a non-equilibrium geometry (wB97M-V/def2-TZVPD, the OMol25 dataset).

Last column: Löwdin charge in e.
Cartesian coordinates (Å):
C -2.12 -3.76 2.15  0.04
C -2.14 -2.75 2.77  -0.30
N -2.49 -1.49 3.32  -0.09
C -3.98 -1.51 3.69  -0.08
P -5.04 -1.07 2.23  0.47
O -4.65 -1.79 1.02  -0.30
O -6.56 -1.69 2.68  -0.38
O -5.18 0.59 1.96  -0.37
N -2.34 -0.39 2.39  0.16
C -1.17 -0.38 1.89  -0.22
O -0.21 -0.19 1.32  0.28
H -2.19 -4.67 1.56  0.08
H -1.95 -1.34 4.19  0.19
H -4.16 -0.86 4.57  0.13
H -4.18 -2.56 3.96  0.13
H -6.94 -2.11 1.88  0.00
H -4.30 1.02 1.93  0.03
Br 4.80 0.61 2.81  0.63
C 3.12 1.39 2.22  -0.70
C 3.35 2.49 1.22  -0.69
Br 3.95 4.13 2.09  0.62
H 2.59 1.72 3.10  0.01
H 2.57 0.57 1.76  0.05
H 2.42 2.76 0.72  0.06
H 4.10 2.24 0.47  0.00
Br 7.52 -3.26 -1.66  0.61
C 8.10 -1.67 -0.70  -0.71
C 7.03 -1.17 0.24  -0.69
Br 5.61 -0.25 -0.71  0.59
H 8.38 -0.93 -1.45  0.04
H 8.98 -1.97 -0.15  0.05
H 7.44 -0.44 0.93  0.05
H 6.56 -1.97 0.81  0.05
Br -2.71 0.26 -1.68  0.63
C -0.98 -0.57 -1.98  -0.67
C -1.12 -1.96 -2.51  -0.68
Br -1.64 -3.19 -1.09  0.63
H -0.44 -0.52 -1.04  0.02
H -0.48 0.07 -2.71  0.07
H -0.17 -2.33 -2.88  0.04
H -1.87 -2.05 -3.29  0.02
Br 5.47 2.43 -4.11  0.62
C 4.72 3.24 -2.51  -0.71
C 5.66 4.26 -1.91  -0.68
Br 7.12 3.41 -0.96  0.58
H 4.49 2.43 -1.82  0.00
H 3.80 3.71 -2.83  0.06
H 5.14 4.87 -1.16  0.05
H 6.10 4.92 -2.66  0.05
Br 10.83 0.96 0.24  0.61
C 12.05 1.71 -1.08  -0.68
C 11.41 2.85 -1.84  -0.69
Br 10.16 2.18 -3.17  0.59
H 12.37 0.90 -1.72  0.05
H 12.91 2.07 -0.51  0.06
H 12.16 3.40 -2.40  0.06
H 10.86 3.53 -1.19  0.05
Br -2.48 3.26 -4.78  0.61
C -3.27 4.12 -3.23  -0.72
C -2.34 5.12 -2.62  -0.68
Br -0.93 4.24 -1.59  0.57
H -3.55 3.33 -2.54  0.00
H -4.17 4.61 -3.60  0.06
H -2.86 5.75 -1.90  0.03
H -1.84 5.75 -3.35  0.05
Br -3.98 -4.35 -3.75  0.63
C -2.95 -5.82 -4.50  -0.70
C -3.23 -7.12 -3.80  -0.68
Br -2.34 -7.21 -2.07  0.59
H -1.90 -5.52 -4.44  0.00
H -3.26 -5.87 -5.55  0.06
H -2.83 -7.95 -4.37  0.06
H -4.29 -7.29 -3.62  0.05
Br -4.74 3.60 0.48  0.66
C -5.65 5.31 0.70  -0.67
C -4.67 6.44 0.82  -0.69
Br -3.86 6.49 2.58  0.62
H -6.30 5.21 1.56  0.05
H -6.27 5.42 -0.20  0.06
H -5.18 7.40 0.71  0.06
H -3.86 6.39 0.10  0.03
Br -0.48 -4.13 4.39  0.81
C -0.60 -5.52 5.76  -0.63
C -0.46 -4.95 7.15  -0.70
Br 1.39 -4.52 7.55  0.63
H 0.17 -6.26 5.52  0.06
H -1.58 -5.97 5.62  0.06
H -0.75 -5.69 7.89  0.06
H -1.04 -4.04 7.30  0.05
Br -0.77 -1.70 -6.66  0.61
C 0.28 -3.14 -7.46  -0.68
C -0.02 -4.46 -6.79  -0.68
Br 0.86 -4.58 -5.06  0.64
H 1.32 -2.85 -7.39  0.05
H -0.02 -3.16 -8.50  0.06
H 0.39 -5.28 -7.38  0.06
H -1.08 -4.62 -6.63  0.03
Br -8.83 -1.33 -2.07  0.62
C -9.64 -0.43 -0.55  -0.69
C -8.71 0.60 0.04  -0.59
Br -7.30 -0.25 1.11  1.04
H -9.92 -1.20 0.16  0.05
H -10.53 0.05 -0.94  0.06
H -9.24 1.25 0.73  0.06
H -8.22 1.21 -0.72  0.05
Br 0.34 1.73 7.64  0.60
C 1.56 2.50 6.33  -0.69
C 0.91 3.61 5.55  -0.67
Br -0.32 2.91 4.20  0.58
H 1.90 1.68 5.70  0.04
H 2.40 2.88 6.91  0.07
H 1.65 4.17 4.99  0.05
H 0.33 4.29 6.17  0.06

Results
- Kohn-Sham gap: 7.04 eV
- Total energy: -63627.05324 hartree
- Total charge: +1

Entry 2:
# C28H54FNO12S4

A 5-piece molecular cluster, C28H54FNO12S4 overall in a non-equilibrium geometry (wB97M-V/def2-TZVPD, the OMol25 dataset).

Last column: Löwdin charge in e.
Cartesian coordinates (Å):
C 0.62 0.90 -0.39  -0.11
C 0.25 1.84 -1.53  -0.21
C -1.08 2.56 -1.32  -0.20
O -2.06 1.73 -0.68  -0.14
C -3.30 1.73 -1.34  -0.10
C -4.17 0.51 -1.06  -0.27
O -4.75 0.20 -2.43  0.04
C -6.03 0.09 -2.51  -0.34
N -7.16 -0.09 -2.59  0.18
O -5.21 0.76 -0.20  0.12
C -5.40 -0.24 0.73  -0.39
O -6.40 -0.30 1.37  0.19
C -4.15 -1.13 0.81  -0.24
C -4.60 -2.56 1.08  -0.11
C -3.53 -3.63 1.31  -0.15
C -2.90 -4.19 0.03  -0.21
C -2.63 -5.70 0.05  -0.16
C -1.91 -6.09 -1.24  -0.15
O -2.91 -6.18 -2.28  -0.01
C -2.59 -5.63 -3.47  -0.55
C -3.81 -5.30 -4.29  0.02
O -1.46 -5.42 -3.83  0.09
C -3.40 -0.60 2.06  0.02
C -2.78 0.77 1.98  -0.44
O -3.34 1.81 1.96  0.19
F -1.44 0.72 2.03  0.11
C -3.57 -0.86 -0.59  -0.16
O -2.21 -1.11 -0.72  -0.07
C -1.81 -1.73 -1.94  -0.21
C -1.72 -0.79 -3.15  -0.03
H 0.98 1.44 0.49  0.08
H -0.21 0.27 -0.06  0.02
H 1.42 0.23 -0.70  0.07
H 1.05 2.57 -1.62  0.09
H 0.24 1.27 -2.46  0.09
H -1.46 2.94 -2.27  0.11
H -0.90 3.42 -0.67  0.12
H -3.90 2.59 -1.00  0.15
H -3.20 1.84 -2.42  0.13
H -5.24 -2.91 0.26  0.14
H -5.25 -2.52 1.96  0.13
H -4.02 -4.46 1.83  0.12
H -2.73 -3.30 1.97  0.09
H -1.94 -3.70 -0.12  0.06
H -3.53 -3.97 -0.84  0.11
H -3.58 -6.23 0.09  0.12
H -1.98 -5.97 0.88  0.12
H -1.17 -5.34 -1.49  0.12
H -1.44 -7.07 -1.14  0.13
H -3.49 -5.16 -5.32  0.09
H -4.29 -4.39 -3.92  0.08
H -4.51 -6.13 -4.25  0.09
H -2.64 -1.30 2.40  0.11
H -4.15 -0.52 2.85  0.15
H -4.11 -1.58 -1.22  0.17
H -2.46 -2.58 -2.19  0.11
H -0.83 -2.15 -1.73  0.12
H -1.54 0.23 -2.84  0.05
H -2.60 -0.87 -3.78  0.07
H -0.86 -1.10 -3.75  0.09
C 0.43 -2.67 3.16  -0.25
S 0.60 -2.13 1.45  0.83
O -0.03 -3.19 0.62  -0.54
C 2.37 -2.36 1.37  -0.26
H -0.63 -2.64 3.42  0.04
H 0.82 -3.68 3.27  0.06
H 0.98 -1.98 3.81  0.05
H 2.62 -3.40 1.60  0.06
H 2.86 -1.68 2.07  0.02
H 2.70 -2.12 0.36  0.06
C 5.12 0.18 4.57  -0.27
S 5.30 0.69 2.85  0.83
O 4.65 -0.37 2.02  -0.57
C 7.06 0.33 2.76  -0.28
H 4.06 0.23 4.82  0.05
H 5.47 -0.85 4.68  0.06
H 5.69 0.85 5.20  0.05
H 7.21 -0.72 3.00  0.06
H 7.59 0.97 3.46  0.04
H 7.39 0.54 1.75  0.05
C 9.39 4.06 1.71  -0.27
S 8.05 4.43 2.85  0.82
O 7.06 3.33 2.73  -0.58
C 7.40 5.82 1.93  -0.27
H 9.91 3.17 2.08  0.05
H 8.98 3.85 0.72  0.06
H 10.08 4.90 1.67  0.05
H 7.12 5.50 0.93  0.06
H 8.14 6.61 1.89  0.05
H 6.51 6.18 2.46  0.05
C 1.75 7.02 -3.24  -0.27
S 1.23 5.91 -1.92  0.81
O 0.35 4.89 -2.54  -0.54
C 0.15 7.09 -1.10  -0.27
H 2.40 6.46 -3.90  0.05
H 0.88 7.36 -3.79  0.06
H 2.30 7.86 -2.81  0.05
H -0.61 7.43 -1.79  0.06
H 0.74 7.93 -0.73  0.05
H -0.32 6.58 -0.26  0.05

Results
- Kohn-Sham gap: 8.89 eV
- Total energy: -3749.39627 hartree

Entry 3:
# C28H54FNO17S4

A 9-piece molecular cluster, C28H54FNO17S4 overall in a non-equilibrium geometry (wB97M-V/def2-TZVPD, the OMol25 dataset).

Last column: Löwdin charge in e.
Cartesian coordinates (Å):
N -9.33 15.15 38.00  0.45
H -8.60 15.28 38.50  0.03
H -9.89 14.64 38.40  0.01
H -9.24 14.63 37.18  0.10
H -9.58 15.94 37.63  0.06
F -10.47 12.69 37.44  -0.65
C -13.55 11.56 41.39  0.02
C -13.38 12.84 42.24  -0.24
C -12.42 12.82 43.47  -0.10
O -11.21 13.41 43.03  0.04
C -11.36 13.93 41.75  -0.61
O -10.60 14.62 41.18  0.17
O -12.58 13.75 41.38  0.06
H -12.45 10.94 41.09  0.18
H -14.26 11.71 40.66  0.05
H -13.91 10.79 42.04  0.06
H -14.25 13.36 42.52  0.12
H -12.23 11.70 43.81  0.17
H -13.01 13.43 44.30  0.16
C -14.42 17.82 41.50  0.00
C -13.98 16.76 40.50  -0.25
C -14.90 16.42 39.32  0.02
O -14.07 16.62 38.08  0.17
C -12.98 17.02 38.45  -0.67
O -11.98 17.14 37.74  0.07
O -12.75 17.14 39.77  0.08
H -15.37 17.40 41.86  0.10
H -14.84 18.72 41.10  0.08
H -13.82 18.15 42.25  0.05
H -13.68 15.94 40.97  0.08
H -15.94 17.14 39.26  0.20
H -15.27 15.48 39.30  0.09
C -7.96 11.19 39.81  0.02
C -9.48 11.29 40.23  -0.30
C -10.39 10.43 39.38  -0.16
O -10.90 9.38 40.17  0.04
C -10.44 9.60 41.44  -0.60
O -10.77 8.95 42.39  0.13
O -9.76 10.72 41.46  0.08
H -7.81 11.78 38.90  0.07
H -7.57 10.21 39.82  0.08
H -7.53 11.89 40.41  0.02
H -9.90 12.36 40.22  0.14
H -9.85 9.91 38.62  0.12
H -11.20 11.26 38.93  0.16
C -5.80 12.59 35.51  -0.16
C -4.72 11.94 36.31  -0.22
C -4.77 12.46 37.69  -0.25
S -5.24 14.10 37.64  0.68
O -4.16 15.01 37.78  -0.29
O -6.43 14.13 38.48  -0.33
C -5.66 14.06 35.88  -0.16
H -6.67 12.10 35.94  0.14
H -5.69 12.47 34.59  0.04
H -3.69 12.20 35.85  0.15
H -4.41 10.89 36.16  0.13
H -3.87 12.40 38.09  0.06
H -5.42 12.01 38.41  0.10
H -4.72 14.32 35.55  0.08
H -6.48 14.62 35.64  0.04
C -9.45 17.90 32.48  -0.23
C -9.24 16.76 31.47  -0.26
C -9.14 15.60 32.37  -0.31
S -8.25 16.13 33.76  0.56
O -6.89 16.44 33.53  -0.26
O -8.66 15.35 34.86  -0.31
C -9.13 17.59 33.92  -0.27
H -10.44 18.46 32.32  0.14
H -8.56 18.63 32.12  0.16
H -8.27 16.63 30.94  0.13
H -10.03 16.51 30.80  0.11
H -8.65 14.59 31.85  0.18
H -10.26 15.27 32.78  0.18
H -8.43 18.29 34.28  0.09
H -10.15 17.44 34.46  0.16
C -6.08 16.29 41.30  -0.21
C -7.50 15.72 41.35  -0.20
C -7.69 14.84 42.66  -0.22
S -6.10 14.24 42.89  0.62
O -5.97 12.81 42.52  -0.35
O -5.58 14.61 44.15  -0.32
C -5.07 15.19 41.76  -0.20
H -6.12 17.21 42.05  0.16
H -5.85 16.46 40.33  0.05
H -7.74 15.02 40.65  0.04
H -8.28 16.74 41.45  0.17
H -8.21 13.82 42.44  0.14
H -7.84 15.32 43.56  0.08
H -4.73 14.34 40.89  0.16
H -4.18 15.45 42.29  0.08
C -8.73 21.02 38.65  -0.25
C -8.17 21.16 39.98  -0.27
C -7.94 19.74 40.40  -0.25
S -9.42 18.95 39.95  0.66
O -10.46 18.98 41.03  -0.33
O -9.07 17.72 39.31  -0.31
C -10.00 20.14 38.86  -0.23
H -7.96 20.58 37.80  0.18
H -8.92 21.97 38.09  0.12
H -8.93 21.67 40.65  0.15
H -7.30 21.83 40.17  0.14
H -7.72 19.65 41.43  0.10
H -7.13 19.31 39.86  0.11
H -10.79 20.69 39.26  0.09
H -10.39 19.60 37.95  0.13

Results
- Kohn-Sham gap: 8.09 eV
- Total energy: -4125.27225 hartree
- Energy above the lowest of the compared OMol25 structures with the same formula, charge and spin: 23.2 kcal/mol

Entry 4:
# C28H54I4O23

A 8-piece molecular cluster, C28H54I4O23 overall (wB97M-V/def2-TZVPD, the OMol25 dataset).

Last column: Löwdin charge in e.
Cartesian coordinates (Å):
C 3.35 2.62 2.31  -0.21
C 1.92 3.11 2.39  -0.81
I 1.41 3.32 4.48  0.88
C 0.84 2.29 1.67  -0.76
I 1.44 1.94 -0.37  0.95
C 0.43 0.96 2.30  -0.31
O -0.65 1.07 3.21  -0.20
C -1.94 0.89 2.67  -0.23
C -2.64 2.23 2.42  -0.68
I -2.67 2.75 0.31  0.90
O -3.92 2.16 2.97  -0.28
C -4.58 3.36 3.20  -0.67
I -6.26 3.62 1.88  0.74
H 3.47 1.64 2.77  0.08
H 4.01 3.31 2.83  0.05
H 3.68 2.56 1.27  0.02
H 1.85 4.14 2.05  0.07
H -0.04 2.92 1.55  0.00
H 1.27 0.55 2.87  0.12
H 0.18 0.23 1.52  0.08
H -1.91 0.27 1.77  0.11
H -2.54 0.38 3.43  0.13
H -2.06 3.04 2.87  0.09
H -5.01 3.34 4.19  0.05
H -3.94 4.22 3.05  0.06
C -4.14 -2.34 2.10  -0.03
O -3.21 -3.04 1.26  0.00
C -2.76 -4.18 1.78  -0.65
O -3.08 -4.63 2.85  0.11
O -1.93 -4.75 0.92  0.00
C -1.40 -6.01 1.36  -0.03
H -4.47 -1.48 1.52  0.10
H -4.99 -2.98 2.33  0.07
H -3.66 -2.02 3.02  0.09
H -2.21 -6.73 1.52  0.09
H -0.84 -5.89 2.28  0.10
H -0.75 -6.34 0.55  0.09
C -9.16 -3.60 0.75  -0.02
O -9.67 -2.73 1.78  0.01
C -8.74 -2.22 2.57  -0.62
O -7.55 -2.40 2.46  0.11
O -9.32 -1.47 3.50  0.01
C -8.41 -0.83 4.41  -0.03
H -10.04 -3.94 0.21  0.10
H -8.49 -3.05 0.09  0.10
H -8.63 -4.44 1.19  0.07
H -7.74 -0.17 3.87  0.09
H -7.83 -1.58 4.94  0.10
H -9.04 -0.27 5.09  0.09
C -5.54 -5.85 1.41  -0.01
O -6.97 -5.97 1.27  -0.01
C -7.48 -7.11 1.72  -0.62
O -6.87 -8.02 2.20  0.13
O -8.81 -7.06 1.56  -0.01
C -9.49 -8.23 2.01  -0.03
H -5.30 -4.88 1.00  0.09
H -5.25 -5.91 2.46  0.10
H -5.05 -6.64 0.84  0.10
H -9.33 -8.39 3.07  0.10
H -9.15 -9.11 1.46  0.10
H -10.54 -8.04 1.81  0.09
C 8.55 5.61 0.85  -0.03
O 8.31 6.06 2.19  0.01
C 7.03 6.04 2.55  -0.63
O 6.11 5.68 1.87  0.11
O 6.94 6.47 3.81  0.01
C 5.61 6.51 4.32  -0.03
H 9.62 5.69 0.71  0.09
H 8.22 4.58 0.73  0.10
H 8.02 6.24 0.14  0.10
H 5.16 5.51 4.29  0.09
H 4.99 7.19 3.74  0.10
H 5.69 6.85 5.35  0.09
C 4.80 2.15 -2.23  -0.05
O 5.87 1.38 -2.79  0.00
C 6.34 0.43 -1.97  -0.63
O 5.94 0.19 -0.86  0.13
O 7.31 -0.22 -2.61  -0.02
C 7.90 -1.29 -1.86  -0.03
H 4.54 2.87 -2.99  0.10
H 3.95 1.51 -2.01  0.03
H 5.12 2.65 -1.32  0.09
H 7.15 -2.04 -1.62  0.10
H 8.34 -0.92 -0.93  0.10
H 8.66 -1.71 -2.51  0.10
C -1.77 1.97 -3.32  -0.07
O -0.91 2.35 -4.40  0.00
C -1.16 3.56 -4.89  -0.63
O -2.03 4.31 -4.52  0.12
O -0.29 3.80 -5.88  0.00
C -0.46 5.08 -6.50  -0.04
H -1.44 0.98 -3.02  0.09
H -1.67 2.67 -2.49  0.01
H -2.81 1.94 -3.65  0.10
H -0.32 5.88 -5.78  0.10
H -1.45 5.16 -6.95  0.10
H 0.31 5.12 -7.27  0.09
C 10.00 -1.54 -7.85  -0.04
O 8.81 -0.76 -7.70  0.00
C 7.97 -1.21 -6.77  -0.63
O 8.14 -2.19 -6.08  0.12
O 6.91 -0.41 -6.72  0.01
C 5.92 -0.80 -5.77  -0.02
H 10.57 -1.05 -8.63  0.09
H 10.56 -1.56 -6.91  0.10
H 9.75 -2.56 -8.13  0.10
H 6.35 -0.82 -4.77  0.07
H 5.51 -1.77 -6.02  0.10
H 5.14 -0.04 -5.83  0.10

Results
- Kohn-Sham gap: 9.26 eV
- Total energy: -4020.60771 hartree

Which value of total energy does entry 3 give? -4125.27225 hartree